C3H6N2OS | ωB97M-V/def2-TZVPD

Results
**Relative energy (zero: lowest compared OMol25 entry of this formula, charge and spin)**: 373.6 kJ/mol
**Multiplicity**: 1
**HOMO**: -8.81 eV
**SMILES string**: C/N=C\N(O)C=S

Element x y z (Å)
C1 -0.04052 1.86037 0.47581
N1 -0.77258 1.30031 -0.62662
C2 -0.79603 0.05571 -0.82446
N2 -0.15971 -0.99966 -0.08771
O1 -1.01916 -2.03338 0.22736
C3 1.16518 -1.13146 0.16917
S1 2.41184 -0.19843 -0.36007
H1 -0.66678 2.67514 0.86076
H2 0.96085 2.26964 0.27043
H3 0.05503 1.26017 1.41519
H4 -1.42477 -0.41045 -1.63390
H5 -1.03839 -2.57319 -0.58154
H6 1.32505 -2.07478 0.69559